Entry 1:
ORCA calculation (the ωB97M-V functional and the def2-TZVPD basis) on C15H20BiClO as an isolated structure at a distorted geometry.

Each line ends with the natural charge from an NBO analysis.
Positions of all 38 atoms, in Å:
1 Bi 0.238 -1.431 -0.046  1.16
2 C 2.074 0.284 1.547  -0.27
3 C 2.414 -0.669 0.509  -0.57
4 C 2.391 0.054 -0.763  -0.36
5 H 2.779 -1.697 0.639  0.26
6 C 2.114 1.420 -0.457  -0.29
7 C 1.928 1.542 0.943  -0.29
8 H 1.634 2.471 1.439  0.20
9 H 2.038 0.051 2.605  0.22
10 H 2.712 -0.341 -1.739  0.21
11 H 2.067 2.225 -1.188  0.19
12 C -2.451 0.234 0.947  -0.36
13 C -1.840 1.440 1.384  -0.35
14 C -1.532 2.219 0.228  -0.35
15 H -1.587 1.715 2.398  0.18
16 C -2.010 1.512 -0.923  -0.37
17 C -2.585 0.281 -0.468  -0.38
18 H -3.034 -0.478 -1.134  0.18
19 H -2.793 -0.573 1.588  0.20
20 H -1.037 3.204 0.200  0.17
21 H -1.964 1.872 -1.965  0.17
22 O 1.119 -3.734 -0.623  -0.82
23 C -0.445 -0.206 -3.804  0.01
24 C 0.157 -1.448 -3.610  -0.44
25 C 0.379 1.027 -3.893  -0.64
26 C -1.870 -0.157 -4.182  -0.65
27 C 1.006 -3.440 -1.901  -0.15
28 H 1.250 -1.492 -3.595  0.20
29 H -0.457 -2.323 -3.784  0.19
30 H 0.225 -3.926 -2.472  0.09
31 H 1.912 -3.209 -2.453  0.09
32 H 0.252 1.365 -4.949  0.18
33 H 1.417 0.773 -3.668  0.22
34 H 0.039 1.842 -3.210  0.23
35 H -1.844 -0.278 -5.281  0.19
36 H -2.358 0.804 -3.955  0.22
37 H -2.417 -1.028 -3.765  0.22
38 Cl -0.020 -2.177 2.298  -0.68

LUMO (alpha / beta) = 5.338 / 5.289 eV
energy relative to the best compared isomer or geometry (same formula, charge and spin) = 0.000 eV
total charge = -2
orbital gap (alpha / beta) = 4.74 / 3.57 eV

Entry 2:
ORCA calculation (the ωB97M-V functional and the def2-TZVPD basis) on C36H35CaClI2N11O3P as an isolated structure at a distorted geometry.

Each line ends with the Mulliken charge.
Positions of all 90 atoms, in Å:
1 Ca -0.428 0.425 0.179  2.25
2 I -1.066 -4.051 6.699  0.00
3 C -1.239 -2.774 5.028  -0.59
4 C -2.480 -2.294 4.651  -0.13
5 C -2.551 -1.485 3.537  -0.35
6 I -4.428 -0.738 2.938  -0.05
7 C -1.443 -1.130 2.717  -1.33
8 O -1.595 -0.449 1.641  0.98
9 C -0.184 -1.619 3.189  0.63
10 C 1.078 -1.270 2.435  -0.82
11 N 1.117 0.147 2.084  0.33
12 C 1.255 1.055 3.212  -1.18
13 C 0.438 2.316 3.041  0.68
14 C 0.883 3.555 3.491  -1.06
15 C 0.046 4.652 3.375  -0.45
16 C -1.218 4.476 2.831  -0.77
17 C -1.572 3.205 2.407  -0.35
18 N -0.764 2.155 2.494  0.50
19 C -0.105 -2.422 4.313  -0.36
20 H -3.370 -2.544 5.212  0.41
21 H 1.102 -1.831 1.497  -0.19
22 H 1.945 -1.577 3.038  0.39
23 H 1.832 0.333 1.388  0.23
24 H 2.300 1.317 3.418  0.35
25 H 0.863 0.551 4.101  0.37
26 H 1.869 3.662 3.926  0.46
27 H 0.372 5.627 3.713  0.41
28 H -1.908 5.303 2.726  0.47
29 H -2.551 3.015 1.978  0.38
30 H 0.865 -2.780 4.636  0.43
31 C 3.435 -4.688 -1.477  -0.88
32 N 3.429 -3.344 -0.937  0.19
33 C 4.270 -2.845 0.017  -0.69
34 C 3.888 -1.545 0.210  -0.51
35 N 2.827 -1.244 -0.590  0.26
36 C 2.566 -2.336 -1.273  -0.28
37 P 1.324 -2.518 -2.587  -0.33
38 C 0.952 -0.771 -2.942  -0.49
39 N 0.119 0.015 -2.290  0.93
40 C 0.029 1.164 -3.019  -0.88
41 C 0.829 1.076 -4.123  -1.03
42 N 1.411 -0.159 -4.073  0.21
43 C 2.336 -0.702 -5.046  -0.94
44 C -0.144 -2.881 -1.583  -0.38
45 N -0.446 -2.383 -0.400  0.71
46 C -1.644 -2.935 -0.053  -0.41
47 C -2.074 -3.776 -1.041  -1.23
48 N -1.118 -3.734 -2.018  0.34
49 C -1.131 -4.482 -3.259  -0.93
50 H 4.083 -5.316 -0.872  0.32
51 H 2.428 -5.104 -1.461  0.33
52 H 3.799 -4.695 -2.505  0.30
53 H 5.053 -3.435 0.462  0.45
54 H 4.313 -0.817 0.884  0.52
55 H -0.608 1.977 -2.716  0.67
56 H 1.037 1.774 -4.917  0.45
57 H 2.555 0.063 -5.786  0.33
58 H 3.267 -1.004 -4.567  0.33
59 H 1.906 -1.567 -5.552  0.34
60 H -2.130 -2.699 0.878  0.54
61 H -2.964 -4.374 -1.141  0.47
62 H -2.070 -5.023 -3.337  0.32
63 H -1.038 -3.814 -4.115  0.35
64 H -0.311 -5.200 -3.287  0.32
65 Cl 2.950 7.169 -0.668  -0.25
66 C 2.441 5.509 -0.527  0.05
67 C 3.414 4.504 -0.350  -0.85
68 C 3.045 3.196 -0.240  -0.96
69 C 1.671 2.783 -0.298  -0.61
70 O 1.345 1.565 -0.197  1.34
71 C 0.707 3.838 -0.471  1.81
72 C -0.687 3.549 -0.501  -1.41
73 O -1.234 2.446 -0.391  -0.41
74 C 1.121 5.181 -0.587  -1.11
75 H 4.457 4.791 -0.304  0.44
76 H 3.790 2.419 -0.110  0.49
77 H -1.334 4.439 -0.624  0.09
78 H 0.372 5.954 -0.724  0.41
79 N -5.717 1.495 -0.086  -0.43
80 C -4.809 0.826 -0.859  0.03
81 C -3.483 0.640 -0.423  0.07
82 N -2.591 0.022 -1.165  0.78
83 C -2.985 -0.418 -2.365  -0.41
84 C -4.280 -0.228 -2.795  -0.80
85 N -5.200 0.389 -2.051  -0.68
86 H -5.538 1.536 0.904  0.21
87 H -6.680 1.397 -0.363  0.27
88 H -3.161 0.980 0.553  -0.26
89 H -2.243 -0.917 -2.975  0.47
90 H -4.615 -0.573 -3.766  0.39

LUMO = 0.245 eV
energy relative to the best compared isomer or geometry (same formula, charge and spin) = 0.969 eV
orbital gap = 7.09 eV

Entry 3:
ORCA calculation (the ωB97M-V functional and the def2-TZVPD basis) on C18H15N6O2PdSSbSe5 as an isolated structure at a distorted geometry.

Each line ends with the Löwdin spin population.
Positions of all 49 atoms, in Å:
1 Pd 1.272 -0.549 -0.045  0.01
2 S -2.208 -4.860 4.695  0.00
3 N -0.931 -3.849 4.968  0.00
4 C -0.538 -3.416 3.797  0.00
5 C 0.271 -2.260 3.542  0.00
6 C 0.799 -1.431 4.527  0.00
7 C 1.456 -0.242 4.184  0.00
8 C 1.647 0.068 2.837  0.00
9 N 1.156 -0.739 1.896  0.00
10 C 0.453 -1.858 2.214  0.00
11 C -0.149 -2.546 1.119  0.00
12 N 0.114 -2.135 -0.144  0.00
13 C -0.467 -2.650 -1.212  0.00
14 C -1.309 -3.731 -1.081  0.00
15 C -1.552 -4.255 0.186  0.00
16 C -0.983 -3.646 1.293  0.00
17 C -1.247 -4.050 2.657  0.00
18 N -2.176 -4.888 3.053  0.00
19 H 0.760 -1.725 5.591  0.00
20 H 1.953 0.373 4.945  0.00
21 H 2.137 0.986 2.464  0.00
22 H -0.194 -2.243 -2.162  0.00
23 H -1.674 -4.201 -1.989  0.00
24 H -2.210 -5.105 0.352  0.00
25 Se 0.248 -2.147 -5.198  0.71
26 Sb 0.613 0.223 -5.035  0.04
27 Se 2.356 0.765 -6.769  0.96
28 Se -0.973 2.019 -4.763  0.80
29 Se 2.207 -0.021 -3.278  0.44
30 Se 5.163 0.666 0.196  0.69
31 C 5.499 -1.040 0.296  0.08
32 N 5.614 -2.208 0.469  0.23
33 O 1.248 1.674 0.119  0.00
34 C 0.139 1.820 -0.490  0.00
35 O -0.589 0.833 -0.790  0.01
36 C -0.482 3.204 -0.724  0.00
37 N -1.913 2.982 -1.189  0.01
38 C -2.446 4.220 -1.850  0.00
39 C -1.147 4.859 -2.409  0.00
40 C 0.067 4.289 -1.637  0.00
41 H -0.535 3.608 0.294  0.00
42 H -2.491 2.718 -0.382  0.00
43 H -1.922 2.230 -1.915  0.02
44 H -2.825 4.806 -1.013  0.00
45 H -3.270 4.039 -2.557  0.00
46 H -1.232 5.953 -2.280  0.00
47 H -1.078 4.625 -3.481  0.00
48 H 0.575 5.007 -0.990  0.00
49 H 0.793 3.829 -2.308  0.00

LUMO (alpha / beta) = -6.896 / -8.822 eV
energy relative to the best compared isomer or geometry (same formula, charge and spin) = 2.417 eV
total charge = +2
orbital gap (alpha / beta) = 7.12 / 4.94 eV
2S+1 = 5

Entry 4:
ORCA calculation (the ωB97M-V functional and the def2-TZVPD basis) on a 2-piece molecular cluster, C15H13Cl3NO6 overall at a distorted geometry.

Each line ends with the natural charge from an NBO analysis.
Positions of all 38 atoms, in Å:
1 C -0.940 0.387 -0.110  -0.25
2 O -0.994 -1.108 -0.106  -0.54
3 C -0.545 -1.858 0.875  -0.15
4 C -1.340 -3.020 1.347  0.70
5 O -0.885 -3.906 2.046  -0.69
6 O -2.605 -2.989 0.873  -0.54
7 C -3.491 -3.960 1.449  -0.26
8 C 0.827 -1.712 1.402  0.68
9 O 1.226 -2.166 2.459  -0.69
10 O 1.592 -0.975 0.562  -0.55
11 C 2.939 -0.807 1.007  -0.26
12 H -1.332 0.657 -1.089  0.17
13 H -1.583 0.754 0.698  0.17
14 H 0.090 0.724 0.009  0.18
15 H -4.388 -3.972 0.831  0.17
16 H -3.028 -4.953 1.474  0.19
17 H -3.746 -3.655 2.473  0.17
18 H 3.429 -0.175 0.269  0.17
19 H 2.951 -0.329 1.998  0.18
20 H 3.442 -1.780 1.068  0.18
21 Cl -0.581 0.685 3.612  0.07
22 C -0.726 2.343 4.340  -0.15
23 Cl -1.334 3.464 3.056  -0.01
24 C -1.895 2.286 5.381  0.52
25 O -2.932 1.726 5.111  -0.44
26 C -1.655 2.992 6.679  0.09
27 C -0.388 3.530 7.053  -0.09
28 C -0.313 4.168 8.305  -0.17
29 C -1.435 4.239 9.107  -0.23
30 C -2.641 3.673 8.643  0.04
31 N -2.720 3.082 7.465  -0.36
32 C 0.711 3.373 6.126  -0.03
33 Cl 2.262 3.945 6.603  0.02
34 C 0.555 2.806 4.894  -0.20
35 H 0.628 4.602 8.633  0.23
36 H -1.446 4.704 10.083  0.22
37 H -3.551 3.701 9.246  0.20
38 H 1.414 2.703 4.250  0.25

LUMO = 0.793 eV
total charge = -1
orbital gap = 2.80 eV

Entry 5:
ORCA calculation (the ωB97M-V functional and the def2-TZVPD basis) on C31H38BN7Os as an isolated structure.

Each line ends with the Löwdin spin population.
Positions of all 78 atoms, in Å:
1 Os -0.223 0.194 0.264  2.48
2 C -3.558 3.049 0.455  0.00
3 C -2.038 3.098 0.273  0.00
4 C -1.329 2.325 1.388  0.06
5 C -1.636 2.584 -1.075  0.03
6 C -1.836 3.091 -2.351  0.01
7 C -1.232 2.182 -3.210  0.04
8 N -0.718 1.183 -2.491  0.00
9 N -0.964 1.421 -1.184  0.03
10 B 0.213 -0.008 -2.810  0.00
11 N -0.454 -1.275 -2.213  0.01
12 C -0.775 -2.420 -2.807  0.04
13 C -1.334 -3.282 -1.872  0.01
14 C -1.330 -2.594 -0.670  0.03
15 N -0.780 -1.371 -0.888  0.08
16 C -1.929 -2.987 0.642  0.00
17 C -3.345 -2.404 0.748  0.01
18 C -1.929 -4.501 0.822  0.00
19 N 1.565 0.249 -2.092  0.01
20 C 2.781 0.330 -2.635  0.02
21 C 3.695 0.656 -1.651  0.01
22 C 2.959 0.774 -0.476  0.02
23 N 1.663 0.513 -0.750  0.13
24 C 3.492 1.156 0.875  0.00
25 C 2.499 1.936 1.730  0.01
26 C 4.045 -0.066 1.616  0.00
27 H -3.841 3.468 1.420  0.00
28 H -4.061 3.623 -0.321  0.00
29 H -3.921 2.020 0.402  0.00
30 H -1.713 4.140 0.333  0.00
31 H -1.746 1.293 1.471  0.02
32 H -0.230 2.358 1.284  0.01
33 H -1.522 2.742 2.378  0.00
34 H -2.343 4.001 -2.624  0.00
35 H -1.133 2.194 -4.284  0.00
36 H 0.384 -0.145 -3.978  0.00
37 H -0.587 -2.557 -3.859  0.00
38 H -1.707 -4.275 -2.051  0.00
39 H -1.321 -2.545 1.432  0.00
40 H -3.993 -2.824 -0.022  0.00
41 H -3.776 -2.642 1.721  0.00
42 H -3.344 -1.317 0.630  0.00
43 H -2.570 -4.987 0.085  0.00
44 H -0.922 -4.912 0.731  0.00
45 H -2.316 -4.757 1.807  0.00
46 H 2.918 0.162 -3.692  0.00
47 H 4.752 0.818 -1.769  0.00
48 H 4.336 1.817 0.664  0.00
49 H 1.687 1.293 2.087  0.00
50 H 2.995 2.316 2.622  0.00
51 H 2.083 2.788 1.188  0.00
52 H 3.253 -0.780 1.847  0.00
53 H 4.798 -0.583 1.022  0.00
54 H 4.506 0.244 2.554  0.00
55 N 0.325 -0.811 1.763  0.54
56 C 0.871 -1.640 2.582  0.13
57 C 1.351 -2.933 2.065  0.04
58 C 1.277 -4.073 2.872  0.02
59 C 1.666 -5.301 2.365  0.00
60 C 2.140 -5.398 1.064  0.02
61 C 2.216 -4.267 0.256  0.00
62 C 1.814 -3.040 0.747  0.02
63 C 0.987 -1.268 3.994  0.03
64 C 2.078 -1.714 4.749  0.02
65 C 2.215 -1.304 6.064  0.00
66 C 1.263 -0.469 6.634  0.03
67 C 0.174 -0.025 5.889  0.00
68 C 0.042 -0.410 4.570  0.02
69 H 0.891 -3.999 3.880  0.00
70 H 1.601 -6.184 2.987  0.00
71 H 2.454 -6.358 0.677  0.00
72 H 2.599 -4.348 -0.753  0.00
73 H 1.893 -2.154 0.128  0.00
74 H 2.826 -2.352 4.298  0.00
75 H 3.063 -1.637 6.646  0.00
76 H 1.368 -0.162 7.666  0.00
77 H -0.569 0.614 6.346  0.00
78 H -0.812 -0.086 3.988  0.00

LUMO (alpha / beta) = -6.072 / -8.252 eV
total charge = +2
orbital gap (alpha / beta) = 8.23 / 6.43 eV
2S+1 = 5

Q: Which formula does entry 1 have?
A: C15H20BiClO